This record from the Open Molecules 2025 dataset describes a molecular structure, C61H64Cl4F8O4 in a non-equilibrium geometry. The level of theory is the ωB97M-V functional and the def2-TZVPD basis.

Structure (XYZ):
```
141
Properties=species:S:1:pos:R:3:forces:R:3:mulliken_charge:R:1
C -3.16389 3.56155 8.30431 0.1 -0.4 0.5 0.387
Cl -1.76440 4.30925 7.59755 0.4 0.1 -1.1 -0.084
Cl -2.88111 1.82012 8.51929 -0.1 -0.1 -0.4 -0.104
Cl -3.25258 4.26029 9.89115 -0.6 0.4 1.1 -0.103
Cl -4.66554 3.85247 7.42525 0.3 -0.1 -0.1 -0.097
C 4.74743 -4.39946 -0.33799 -0.5 0.1 1.5 -1.071
C 4.85291 -5.89747 -0.28465 -2.8 -1.6 -0.9 0.853
O 4.05204 -6.60580 0.34768 1.9 1.6 -0.6 -0.568
C 5.75106 -6.52829 -1.31087 0.9 0.0 0.4 -1.075
H 3.85549 -4.11841 0.22195 -0.2 -0.1 -0.2 0.300
H 4.67355 -4.00358 -1.35087 0.4 0.0 0.1 0.335
H 5.53030 -3.96915 0.28656 0.5 0.2 -0.6 0.300
H 6.76982 -6.26334 -1.02795 0.3 -0.3 0.1 0.313
H 5.69054 -6.08959 -2.30686 -0.6 0.0 0.0 0.318
H 5.61727 -7.60982 -1.33258 0.1 0.2 0.0 0.294
C -2.08718 -1.73452 -7.72972 0.3 0.6 0.4 -0.934
C -1.67875 -0.42814 -7.03035 0.8 -0.9 0.5 0.678
O -0.49525 -0.28687 -6.76249 -1.2 0.3 -0.3 -0.567
C -2.74847 0.54899 -6.61907 0.0 -0.2 -0.3 -0.871
H -1.66157 -2.51749 -7.10211 0.2 -0.1 -0.3 0.284
H -1.56448 -1.66883 -8.68397 -0.2 -0.5 -0.1 0.278
H -3.15092 -1.94438 -7.84162 0.1 0.4 -0.1 0.320
H -2.68496 0.71007 -5.54291 0.0 0.1 -0.1 0.260
H -3.72431 0.13854 -6.87861 0.0 0.2 0.1 0.280
H -2.59266 1.48960 -7.14736 0.0 0.1 0.1 0.271
C 2.59710 0.08337 10.26625 -0.3 0.4 -0.9 -0.957
C 3.34307 1.37633 10.09665 0.6 0.6 0.3 0.738
O 3.95227 1.87527 11.00584 0.3 0.2 0.6 -0.546
C 3.34292 2.07039 8.74266 -0.6 -0.4 0.3 -1.001
H 2.98842 -0.58641 11.03198 0.2 0.2 -0.2 0.322
H 2.54377 -0.32873 9.25855 -0.1 -0.7 0.2 0.300
H 1.57748 0.36496 10.52931 -0.2 -0.1 0.1 0.248
H 2.36729 1.90859 8.28437 0.1 0.0 -0.4 0.325
H 4.13643 1.61119 8.15307 -0.1 0.0 -0.2 0.255
H 3.52751 3.14171 8.82215 0.1 -0.2 0.2 0.316
C -0.21320 0.53227 -0.31356 0.4 -0.7 -0.7 -1.090
C 0.34740 0.78622 1.06751 1.0 0.2 0.3 0.906
O 1.54278 0.74945 1.31972 -1.1 0.0 -0.5 -0.590
C -0.67887 1.04224 2.11102 -0.5 0.3 0.6 -1.009
H -0.40413 1.37790 -0.97427 0.3 0.5 0.5 0.284
H -1.16869 0.00777 -0.31844 0.0 -0.2 0.4 0.318
H 0.52786 -0.08181 -0.82526 -0.1 -0.1 -0.1 0.322
H -1.35256 0.18729 2.16826 -0.2 0.0 -0.1 0.296
H -1.25118 1.91610 1.79967 -0.3 0.0 -0.1 0.272
H -0.31348 1.25086 3.11653 0.4 -0.1 -0.2 0.290
F 3.65162 6.68614 -7.76291 1.0 -0.1 -0.4 -0.318
C 2.45518 6.32583 -7.30322 0.2 0.7 -0.9 0.565
C 1.39942 6.35702 -8.15038 -1.3 -0.4 -0.5 -0.524
C 0.14794 6.11918 -7.60371 -0.5 -0.6 -0.4 -0.196
C -0.04782 5.84327 -6.25557 0.7 0.6 -0.8 -0.767
C 1.08877 5.89396 -5.45177 -1.6 0.0 1.2 -0.199
C 2.32147 6.13818 -5.96998 1.2 0.3 0.4 -0.518
H 1.44910 6.52661 -9.21582 0.4 0.1 0.0 0.397
H -0.66186 6.09760 -8.31797 -0.4 0.1 0.2 0.318
H -1.04639 5.71976 -5.86313 0.1 -0.1 0.1 0.457
H 0.91056 5.87685 -4.38671 0.4 -0.3 0.2 0.358
H 3.24601 6.35328 -5.45485 -0.2 -0.4 0.8 0.426
F -3.37286 -5.50898 6.67989 0.3 0.4 -1.6 -0.298
C -2.87803 -5.48783 5.38350 1.3 -1.1 -0.1 0.320
C -1.86892 -6.42518 5.06235 -1.3 0.9 1.9 -0.316
C -1.37740 -6.44510 3.79736 0.8 -1.3 -0.4 -0.444
C -1.93025 -5.69225 2.81462 -0.9 1.4 -1.5 -0.355
C -2.85094 -4.69906 3.10568 -0.3 -0.6 0.3 -0.469
C -3.31507 -4.60123 4.40877 -0.8 -0.1 1.6 -0.343
H -1.55830 -7.11050 5.83711 0.2 0.0 0.0 0.397
H -0.59734 -7.12987 3.49908 0.0 -0.3 0.2 0.377
H -1.76339 -5.89442 1.76692 0.6 0.1 0.0 0.366
H -3.29193 -4.11529 2.31123 0.0 0.1 0.1 0.389
H -4.10823 -3.96022 4.76435 -0.1 0.5 -0.5 0.377
F -4.36265 3.39792 -1.13518 0.2 -1.1 0.3 -0.299
C -4.40990 4.64704 -1.55957 -1.2 1.1 -0.9 0.307
C -3.58244 5.59676 -1.04038 1.9 -1.0 0.6 -0.274
C -3.64038 6.88190 -1.45065 -1.6 1.9 -1.0 -0.437
C -4.61381 7.23071 -2.39544 0.1 0.8 0.5 -0.378
C -5.45240 6.27605 -2.93079 0.0 1.2 -0.9 -0.452
C -5.36953 5.00042 -2.52006 0.7 -2.7 1.2 -0.346
H -2.69860 5.39037 -0.45502 -0.3 -0.7 0.6 0.354
H -3.01789 7.61239 -0.95539 0.1 0.1 -0.3 0.393
H -4.85580 8.24202 -2.68717 0.6 0.3 0.0 0.359
H -6.11433 6.56210 -3.73480 -0.3 0.0 0.1 0.374
H -5.96924 4.17984 -2.88532 -0.3 0.1 -0.2 0.399
F -4.19770 -4.45472 -3.72024 0.0 1.3 0.4 -0.302
C -4.81730 -5.46806 -4.29185 -1.0 -2.0 -0.5 0.464
C -6.16836 -5.42915 -4.68779 1.1 -0.7 -0.6 -0.516
C -6.67458 -6.57644 -5.35007 0.4 0.3 0.9 -0.288
C -5.87235 -7.70468 -5.55003 -0.8 0.5 0.1 -0.461
C -4.58483 -7.72587 -5.08471 0.5 0.1 0.2 -0.289
C -4.05518 -6.62463 -4.42378 0.1 0.3 -0.8 -0.401
H -6.71329 -4.50366 -4.57418 -0.3 -0.1 0.1 0.395
H -7.72678 -6.64091 -5.58487 0.0 0.3 -0.3 0.344
H -6.23306 -8.60234 -6.03011 -0.4 0.1 -0.1 0.350
H -4.03048 -8.63286 -5.27569 0.4 0.1 0.2 0.340
H -3.00476 -6.54141 -4.18696 0.0 -0.2 0.3 0.363
F 4.77308 -4.89656 9.02342 0.3 0.2 -0.3 -0.303
C 5.06495 -4.23751 7.87504 -1.3 0.1 -1.2 0.498
C 6.34350 -3.77029 7.63800 -1.0 0.2 -0.3 -0.438
C 6.53028 -3.00722 6.45915 -0.1 -0.3 0.5 -0.314
C 5.48462 -2.82095 5.57254 -0.2 0.7 0.2 -0.567
C 4.21516 -3.34304 5.81172 0.5 0.1 -0.4 -0.351
C 3.98360 -4.04924 6.94892 0.9 -0.4 1.8 -0.466
H 7.04857 -3.92095 8.44210 0.4 0.1 -0.3 0.407
H 7.47393 -2.51575 6.27372 0.1 -0.1 0.0 0.361
H 5.50362 -2.06706 4.79944 0.7 -0.2 -0.4 0.369
H 3.43549 -3.16176 5.08670 -0.2 0.0 0.1 0.409
H 2.98047 -4.34639 7.21693 0.1 -0.3 0.1 0.396
F 6.45540 0.41756 -8.49806 0.1 0.3 0.1 -0.300
C 6.59838 0.46558 -7.15351 1.2 -1.7 -0.2 0.456
C 7.69344 -0.25445 -6.59147 -0.7 1.9 0.3 -0.538
C 7.81878 -0.20691 -5.20089 0.6 -0.9 -1.6 -0.222
C 6.82667 0.33828 -4.43858 -0.1 0.0 1.4 -0.540
C 5.72301 0.90003 -5.00702 -0.5 1.1 -0.8 -0.251
C 5.62143 1.04802 -6.39654 -0.4 -0.6 0.8 -0.507
H 8.51208 -0.61253 -7.19811 -0.3 -0.2 -0.2 0.375
H 8.69503 -0.67262 -4.77462 0.0 0.0 0.3 0.356
H 6.90866 0.32523 -3.36177 0.0 0.0 0.1 0.364
H 4.95050 1.34286 -4.39583 -0.1 -0.1 0.1 0.366
H 4.71194 1.44378 -6.82388 0.2 0.2 -0.2 0.441
F -10.34654 -0.70759 -0.78558 0.4 0.5 0.7 -0.298
C -9.85928 -0.57293 0.48367 0.6 -0.9 0.0 0.307
C -10.69022 -0.78583 1.54668 -0.2 -0.8 1.5 -0.274
C -10.14793 -0.84806 2.86256 0.0 1.4 -1.0 -0.480
C -8.80086 -0.55153 3.05261 -0.8 -0.7 1.0 -0.356
C -7.99220 -0.38376 1.97183 1.1 0.2 0.0 -0.351
C -8.49209 -0.43081 0.71699 -0.7 0.9 -2.3 -0.367
H -11.72732 -1.04306 1.38962 -0.1 0.2 -0.1 0.391
H -10.80133 -0.89867 3.72100 -0.1 -0.4 -0.1 0.344
H -8.33718 -0.50727 4.02701 -0.3 0.0 0.2 0.357
H -6.93289 -0.19922 2.07294 0.1 0.0 0.2 0.363
H -7.84350 -0.18019 -0.10941 0.0 -0.3 -0.3 0.365
F 2.88284 5.46663 2.75702 -0.3 0.0 0.4 -0.289
C 3.97538 5.65255 2.00744 -1.2 1.2 -2.0 0.330
C 3.89044 6.59917 0.96131 0.0 -0.2 1.4 -0.351
C 5.01208 6.86112 0.19347 -0.8 -0.2 -0.4 -0.436
C 6.11207 6.05780 0.31453 0.9 -1.7 1.5 -0.387
C 6.12505 5.01123 1.29352 -0.3 1.2 -0.6 -0.336
C 5.03072 4.82557 2.14929 1.7 -0.5 -0.2 -0.400
H 2.94606 7.10978 0.84379 0.0 0.2 0.0 0.397
H 5.01208 7.59599 -0.59796 -0.2 0.2 0.1 0.354
H 6.95786 6.23421 -0.33350 0.2 -0.2 0.1 0.365
H 6.97866 4.36412 1.43137 0.1 0.0 -0.2 0.350
H 5.02325 4.04137 2.89183 0.0 0.0 0.1 0.405
```
Forces are in eV/Å.

HOMO-LUMO gap = 9.11 eV
Highest occupied orbital energy = -9.21 eV
LUMO energy = -0.103 eV